[1]
Computed, not measured: 2 unconnected molecules or ions with the total composition C2H9NOS2 in a non-equilibrium geometry, with ωB97M-V with the def2-TZVPD basis set.

Summary:
HOMO-LUMO gap ... 9.1 eV
E ... -1007.940597 hartree
ΔE to the lowest compared entry with this formula, charge and spin ... 0.6330 eV
Largest force on an atom ... 0.0212 hartree/bohr
SMILES ... CSS.NCO
2S+1 ... 1

Each atom is followed by the atoms it is bonded to, with distances in Å.
Cartesian coordinates (Å):
1 C 2.1301 0.5944 -1.4894  S2 1.809, H4 1.092, H5 1.079, H6 1.073
2 S 1.9556 0.6452 0.3104  C1 1.809, S3 2.067
3 S 2.1954 -1.2463 1.1095  S2 2.067, H7 1.343
4 H 2.0455 -0.4106 -1.9069  C1 1.092
5 H 1.3231 1.2247 -1.8304  C1 1.079
6 H 3.0890 0.9706 -1.7909  C1 1.073
7 H 1.3283 -1.9437 0.3571  S3 1.343
8 N -1.6762 0.4168 1.6405  C9 1.414, H11 1.007, H12 1.006
9 C -2.2608 -0.0747 0.4505  N8 1.414, O10 1.443, H13 1.084, H14 1.088
10 O -1.3517 -0.2029 -0.6633  C9 1.443, H15 0.964
11 H -1.5939 1.4170 1.7211  N8 1.007
12 H -0.8171 -0.0487 1.8785  N8 1.006
13 H -2.9942 0.6265 0.0695  C9 1.084
14 H -2.6624 -1.0744 0.6057  C9 1.088
15 H -0.7106 -0.8939 -0.4618  O10 0.964

[2]
Computed, not measured: a gas-phase ion, C2H9NPS (charge +1) in a non-equilibrium geometry, with ωB97M-V with the def2-TZVPD basis set.

Summary:
HOMO-LUMO gap ... 9.3 eV
E ... -875.610702 hartree
ΔE to the lowest compared entry with this formula, charge and spin ... 0.4847 eV
Largest force on an atom ... 0.0804 hartree/bohr
SMILES ... CP(S)C[NH3+]
2S+1 ... 1
Charge ... +1

Each atom is followed by the atoms it is bonded to, with distances in Å.
Cartesian coordinates (Å):
1 C 1.4505 1.0629 -1.1795  P2 1.843, H6 1.059, H7 1.100, H8 1.139
2 P 0.9772 -0.2948 -0.0258  C1 1.843, S3 2.124, C4 1.940
3 S -0.0572 -1.6843 -1.2543  P2 2.124, H9 1.228
4 C -0.6961 0.4645 0.5954  P2 1.940, N5 1.520, H10 1.138, H11 1.057
5 N -1.3379 -0.5560 1.5205  C4 1.520, H12 1.044, H13 1.091, H14 1.071
6 H 0.9038 1.2548 -2.0660  C1 1.059
7 H 2.3493 0.5723 -1.5826  C1 1.100
8 H 1.6647 2.0157 -0.5930  C1 1.139
9 H 0.8338 -2.5056 -1.4525  S3 1.228
10 H -0.3477 1.3940 1.1511  C4 1.138
11 H -1.1706 0.6907 -0.3215  C4 1.057
12 H -2.2722 -0.1253 1.6971  N5 1.044
13 H -1.6444 -1.5488 1.1881  N5 1.091
14 H -0.6531 -0.7401 2.3229  N5 1.071

[3]
Computed, not measured: 4 unconnected molecules or ions with the total composition C2H9NS in a non-equilibrium geometry, with ωB97M-V with the def2-TZVPD basis set.

Summary:
HOMO-LUMO gap ... 10.0 eV
E ... -534.434646 hartree
ΔE to the lowest compared entry with this formula, charge and spin ... 2.5860 eV
Largest force on an atom ... 0.0583 hartree/bohr
2S+1 ... 1

Each atom is followed by the atoms it is bonded to, with distances in Å.
Cartesian coordinates (Å):
1 N 2.2598 -2.1425 0.9725  H2 1.025, H4 1.019, H5 0.976
2 H 1.6082 -2.3972 1.7214  N1 1.025
3 H -4.2527 2.0581 3.7933  no bonds
4 H 2.6986 -2.9610 0.5525  N1 1.019
5 H 1.7323 -1.6805 0.2931  N1 0.976
6 C 0.5711 0.3757 -1.8504  C7 1.497, S8 1.862, H10 1.123, H11 1.130
7 C -0.5121 1.3179 -1.4253  C6 1.497, S8 1.862, H12 1.041, H13 1.165
8 S -0.3314 -0.1663 -0.3148  C6 1.862, C7 1.862
9 H -4.4882 1.2405 3.6898  no bonds
10 H 0.4757 -0.4273 -2.6302  C6 1.123
11 H 1.5569 0.8786 -1.6209  C6 1.130
12 H -1.1288 1.5701 -2.2246  C7 1.041
13 H -0.1894 2.3338 -0.9563  C7 1.165

[4]
Computed, not measured: 2 unconnected molecules or ions with the total composition C2H9NS in a non-equilibrium geometry, with ωB97M-V with the def2-TZVPD basis set.

Summary:
HOMO-LUMO gap ... 9.0 eV
E ... -534.484129 hartree
ΔE to the lowest compared entry with this formula, charge and spin ... 1.2395 eV
Largest force on an atom ... 0.0613 hartree/bohr
SMILES ... CSC.N
2S+1 ... 1

Each atom is followed by the atoms it is bonded to, with distances in Å.
Cartesian coordinates (Å):
1 C -1.7647 1.4718 -0.5377  S2 1.820, H4 1.171, H5 1.117, H6 1.095
2 S -2.1570 -0.2656 -0.1640  C1 1.820, C3 1.789
3 C -0.8093 -0.7801 0.8936  S2 1.789, H7 1.132, H8 1.108, H9 1.205
4 H -2.8200 1.9783 -0.5694  C1 1.171
5 H -1.4454 1.5816 -1.6021  C1 1.117
6 H -0.9663 1.9586 0.0317  C1 1.095
7 H -0.5515 -1.8345 0.5713  C3 1.132
8 H 0.0755 -0.1134 0.9002  C3 1.108
9 H -1.3642 -0.9386 1.9512  C3 1.205
10 N 2.9326 -0.7252 -0.1852  H11 1.070, H12 1.066, H13 1.060
11 H 2.6797 -1.7300 -0.4537  N10 1.070
12 H 3.9571 -0.4457 -0.0918  N10 1.066
13 H 2.2335 -0.1572 -0.7442  N10 1.060